C35H30AuN2SSbTe as an isolated structure. Source: the OMol25 dataset; level of theory: ωB97M-V/def2-TZVPD.

Cartesian coordinates (Å):
Au: -1.21962 -0.14728 -0.88876
C: 3.75726 1.46506 4.24038
C: 3.48641 0.12083 4.04887
C: 2.99210 -0.32658 2.83323
C: 2.75399 0.56223 1.79446
C: 3.02663 1.91039 2.00042
C: 3.52798 2.36444 3.20887
Sb: 2.03379 0.01694 -0.14727
C: 3.91216 -0.02883 -1.12742
C: 4.02434 0.62077 -2.34883
C: 5.23560 0.64224 -3.02584
C: 6.34276 0.01323 -2.47954
C: 6.23876 -0.63532 -1.25801
C: 5.02944 -0.65400 -0.58522
C: 1.87411 -2.06327 0.28697
C: 0.98259 -2.45526 1.27727
C: 0.78733 -3.79638 1.56956
C: 1.46505 -4.76562 0.84897
C: 2.34757 -4.38521 -0.15005
C: 2.55484 -3.04290 -0.42136
H: 4.14722 1.81199 5.18800
H: 3.66696 -0.58553 4.84925
H: 2.79752 -1.38298 2.69709
H: 2.85228 2.62771 1.20534
H: 3.73973 3.41620 3.34919
H: 3.16321 1.11467 -2.78510
H: 5.31330 1.14823 -3.97957
H: 7.28844 0.02760 -3.00450
H: 7.10394 -1.12486 -0.83041
H: 4.95578 -1.15630 0.37263
H: 0.42944 -1.71352 1.84394
H: 0.09395 -4.08404 2.34879
H: 1.30273 -5.81506 1.06150
H: 2.87315 -5.13618 -0.72492
H: 3.24634 -2.76479 -1.20829
C: -2.10894 -6.42882 -1.27601
C: -2.04835 -4.96289 -0.97404
C: -2.65951 -4.42554 0.16204
C: -2.49370 -3.07145 0.36767
N: -1.79134 -2.32127 -0.46708
C: -1.25849 -2.91108 -1.56090
S: -0.40435 -1.86697 -2.60764
N: -1.37274 -4.21256 -1.82480
H: -2.87854 -6.92762 -0.69041
H: -1.14550 -6.88392 -1.04201
H: -2.29227 -6.58617 -2.33733
H: -3.22515 -5.04232 0.84294
H: -2.91611 -2.56759 1.22880
Te: -1.70171 2.18070 -1.77065
C: -2.41883 3.45392 -0.26730
C: -2.10763 3.20636 1.06611
C: -2.57599 4.05544 2.05486
C: -3.36342 5.14530 1.71420
C: -3.68381 5.38753 0.38745
C: -3.21173 4.54346 -0.60656
C: 0.19775 3.04969 -2.00870
C: 0.66408 3.22722 -3.30081
C: 1.93363 3.74900 -3.50906
C: 2.71953 4.11532 -2.42860
C: 2.24093 3.95214 -1.13643
C: 0.98661 3.40544 -0.92228
H: -1.51704 2.33661 1.32419
H: -2.33565 3.86253 3.09089
H: -3.73411 5.80513 2.48708
H: -4.30375 6.23579 0.12848
H: -3.46137 4.74062 -1.64220
H: 0.05107 2.95662 -4.15068
H: 2.30131 3.87561 -4.51831
H: 3.70645 4.52592 -2.59313
H: 2.85501 4.23997 -0.29292
H: 0.63068 3.25008 0.08910

The energy above the lowest of the compared OMol25 structures with the same formula, charge and spin is 24.8 kcal per mole. The orbital gap is 7.42 eV. The largest force on an atom comes out at 0.59 eV Å⁻¹.

Löwdin atomic charge list, values in e, 6 entries: Au 0.205; C -0.095; C -0.088; C -0.123; C -0.376; C -0.144

C35H30BrN4O6S2Sc as an isolated structure at a distorted geometry. Source: the OMol25 dataset; level of theory: ωB97M-V/def2-TZVPD.

Cartesian coordinates (Å):
Sc: -0.08306 0.13753 0.37139
C: -0.82500 -1.21782 -3.00645
C: -0.65544 -2.47982 -2.18177
C: 0.71773 -2.56700 -1.56683
C: 1.41620 -3.76405 -1.59512
C: 2.71807 -3.80961 -1.12516
C: 3.29783 -2.64596 -0.66029
C: 2.53163 -1.49517 -0.64350
N: 1.26651 -1.44322 -1.07438
N: -1.15990 0.02144 -2.26319
C: -2.61882 0.15029 -2.09081
C: -3.21841 0.01623 -0.71865
C: -4.51781 -0.45369 -0.61913
C: -5.21160 -0.29493 0.56780
C: -4.58207 0.34366 1.61662
C: -3.25906 0.71239 1.45677
N: -2.56492 0.54591 0.32788
C: -0.72150 1.14190 -3.11052
C: -0.82431 2.50730 -2.47873
C: -0.23536 3.59250 -3.12169
C: -0.27478 4.82559 -2.50465
C: -0.91640 4.94421 -1.27816
C: -1.49389 3.81357 -0.73282
N: -1.44956 2.61630 -1.31775
H: -1.59175 -1.38492 -3.77530
H: 0.10995 -1.03681 -3.53770
H: -0.77379 -3.33440 -2.85234
H: -1.42907 -2.56482 -1.41980
H: 0.93643 -4.64681 -1.99573
H: 3.27065 -4.74020 -1.13464
H: 4.30802 -2.62125 -0.27931
H: 2.93160 -0.57188 -0.24503
H: -3.14550 -0.51650 -2.78188
H: -2.89449 1.16891 -2.37900
H: -4.98110 -0.91766 -1.47899
H: -6.22584 -0.65810 0.66524
H: -5.07211 0.51160 2.56377
H: -2.72158 1.13590 2.29178
H: -1.29877 1.15164 -4.05070
H: 0.31767 0.97284 -3.38797
H: 0.27277 3.45650 -4.06804
H: 0.19784 5.68402 -2.96362
H: -0.96359 5.88739 -0.75369
H: -2.00040 3.85494 0.22395
O: -2.94973 -2.48466 1.70330
S: -1.58691 -2.06485 1.87566
O: -1.37021 -0.88089 2.69360
O: -0.88942 -1.80191 0.57028
C: -0.71998 -3.44937 2.56539
C: -1.49598 -4.48844 3.06942
C: -0.89955 -5.63362 3.57026
C: 0.48184 -5.74713 3.55855
C: 1.26225 -4.71449 3.06794
C: 0.67395 -3.55770 2.57493
S: 1.57617 -1.10734 2.94003
O: 1.50691 -2.60318 2.06948
O: 2.96577 -0.96809 3.29167
O: 1.30951 -0.24043 1.68097
H: -2.57058 -4.38755 3.04186
H: -1.51138 -6.43546 3.96001
H: 0.95722 -6.64174 3.93856
H: 2.34158 -4.77563 3.06043
Br: -0.35872 2.30969 2.36789
C: 1.29833 3.12578 1.90584
C: 1.77004 4.04735 2.79118
C: 2.95775 4.74342 2.48406
C: 3.59343 4.49898 1.30571
C: 3.09785 3.53982 0.38758
C: 3.77275 3.32177 -0.84020
C: 3.29553 2.40122 -1.71822
C: 2.14462 1.64297 -1.38978
C: 1.42888 1.78008 -0.22236
C: 1.92544 2.78823 0.67569
H: 1.23910 4.24648 3.71034
H: 3.34509 5.47099 3.18420
H: 4.49753 5.03774 1.04916
H: 4.66468 3.89716 -1.05592
H: 3.80610 2.22782 -2.65851
H: 1.85705 0.87502 -2.10085

The energy above the lowest of the compared OMol25 structures with the same formula, charge and spin is 16.4 kcal per mole. The orbital gap is 8.11 eV. The largest force on an atom comes out at 1.20 eV Å⁻¹.

Löwdin atomic charge list, values in e, 6 entries: Sc 0.922; C -0.175; C -0.108; C -0.268; C -0.009; C -0.045

C35H30Cl2F3GaN4O4S2 as an isolated structure at a distorted geometry. Source: the OMol25 dataset; level of theory: ωB97M-V/def2-TZVPD.

Cartesian coordinates (Å):
Ga: -0.71267 -1.36357 1.51371
F: -4.30637 -0.12397 -1.90359
C: -5.06807 -0.07417 -0.79729
F: -6.08627 0.75293 -1.10059
F: -5.60987 -1.28627 -0.64179
C: -4.30537 0.39743 0.40491
C: -4.66967 1.55693 1.05931
C: -3.91647 1.98963 2.14371
C: -2.81337 1.24403 2.51901
N: -2.46367 0.12403 1.90631
C: -3.18277 -0.32367 0.85971
S: -2.60797 -1.75327 0.15371
H: -5.52237 2.12363 0.71811
H: -4.16707 2.89883 2.66501
H: -2.16287 1.55903 3.32421
N: -1.62827 -2.38637 3.33441
C: -0.79577 -2.31627 4.54621
C: -0.45327 -0.87407 4.91901
C: 0.07753 -0.12607 3.69371
O: -0.03947 1.08193 3.58581
O: 0.62243 -0.87697 2.79991
H: -2.58187 -2.08277 3.53781
H: -1.67207 -3.36027 3.02751
H: 0.13103 -2.85277 4.32761
H: -1.29627 -2.80847 5.39021
H: 0.32363 -0.87437 5.68651
H: -1.31447 -0.32477 5.30631
N: -0.06787 0.29843 0.54701
S: -0.15777 1.02553 -0.87009
C: 1.30713 2.09203 -0.85289
C: 2.31363 1.85613 0.06461
C: 3.43283 2.67183 0.06391
C: 3.54183 3.69193 -0.86469
C: 2.53833 3.90273 -1.79769
C: 1.41313 3.09803 -1.79739
C: -1.37887 2.35783 -0.67589
C: -1.29647 3.25633 0.37411
C: -2.27157 4.23073 0.50081
C: -3.31797 4.28843 -0.40609
C: -3.40037 3.37463 -1.44329
C: -2.42187 2.40583 -1.58479
H: 0.11153 0.93943 1.31981
H: 2.23133 1.03863 0.76491
H: 4.22163 2.50083 0.78101
H: 4.41813 4.32093 -0.86719
H: 2.64103 4.68963 -2.52899
H: 0.62913 3.23623 -2.52509
H: -0.48687 3.19613 1.08751
H: -2.21547 4.94633 1.30811
H: -4.08177 5.04313 -0.30169
H: -4.22367 3.41683 -2.13939
H: -2.46507 1.68073 -2.38099
Cl: 3.91083 -0.24447 -2.25809
C: 2.32523 -0.23547 -2.95239
C: 2.02553 0.73973 -3.88489
C: 0.75513 0.81503 -4.42989
C: -0.21167 -0.09687 -4.04089
C: 0.09803 -1.07817 -3.11819
Cl: -1.11777 -2.21277 -2.63659
C: 1.37123 -1.17237 -2.52329
N: 1.61183 -2.04817 -1.49759
C: 2.71883 -2.89867 -1.40839
C: 3.38273 -3.31317 -2.55979
C: 4.46373 -4.16837 -2.47879
C: 4.88673 -4.63147 -1.24519
C: 4.23383 -4.21727 -0.09789
C: 3.15383 -3.34847 -0.15539
C: 2.51523 -2.86007 1.11221
C: 1.17583 -3.53127 1.40871
O: 1.08853 -4.57587 2.00821
O: 0.12253 -2.89437 0.94641
H: 2.78903 1.45093 -4.15609
H: 0.51763 1.58973 -5.14129
H: -1.20547 -0.05997 -4.45709
H: 0.78833 -2.33687 -0.97889
H: 3.03833 -2.95707 -3.52019
H: 4.96793 -4.47397 -3.38329
H: 5.73113 -5.30057 -1.17959
H: 4.57833 -4.55857 0.86731
H: 2.31893 -1.78707 1.05151
H: 3.17353 -3.07397 1.95451

The energy above the lowest of the compared OMol25 structures with the same formula, charge and spin is 23.4 kcal per mole. The orbital gap is 7.84 eV. The largest force on an atom comes out at 1.59 eV Å⁻¹.

Löwdin atomic charge list, values in e, 6 entries: Ga 0.093; F 0.116; C -0.613; F 0.126; F 0.141; C -0.124